{"formula": "C14H26N3O8", "method": "ωB97M-V/def2-TZVPD", "symbols": ["N", "C", "C", "N", "N", "C", "C", "C", "C", "O", "O", "H", "H", "H", "H", "H", "H", "H", "H", "H", "H", "C", "C", "O", "C", "O", "O", "C", "H", "H", "H", "H", "H", "H", "H", "H", "C", "C", "O", "C", "O", "O", "C", "H", "H", "H", "H", "H", "H", "H", "H"], "positions_angstrom": [[1.894920, -2.126600, 0.931589], [2.312175, -2.037639, -0.522825], [0.983964, -1.811120, -1.494025], [0.823652, -0.537081, -2.183454], [-0.149478, -0.066540, -2.985670], [-1.184318, -1.086796, -3.128712], [-1.290173, -2.574408, -2.560212], [-0.051446, -3.031005, -1.611421], [-0.005626, -4.508519, -0.913888], [1.332895, -5.090801, -0.745123], [1.869438, -5.394716, -1.896492], [0.910713, -1.726103, 0.946731], [2.513890, -1.465810, 1.453348], [2.889570, -2.989058, -0.921235], [3.053543, -1.123322, -0.722178], [1.610176, 0.169453, -2.039015], [-2.110842, -0.729111, -3.795249], [-2.208653, -3.251069, -2.829759], [-0.597221, -5.245846, -1.643195], [-0.651340, -4.481671, 0.078155], [2.641059, -6.014200, -1.637675], [3.126114, 3.347460, 3.889880], [4.068476, 2.313012, 3.298616], [3.646580, 1.908087, 1.990334], [3.854906, 2.811172, 1.000624], [4.369193, 3.910976, 1.122304], [3.369921, 2.287290, -0.156390], [3.425740, 3.187787, -1.260430], [2.097384, 2.973568, 3.892257], [3.417479, 3.595016, 4.914389], [3.124736, 4.271942, 3.304031], [4.054017, 1.414793, 3.926419], [5.104187, 2.672185, 3.273708], [4.443451, 3.560657, -1.417078], [2.730568, 4.016627, -1.101399], [3.117304, 2.644556, -2.157889], [-6.557717, 0.583967, -0.965089], [-6.404337, 0.721666, 0.539981], [-5.200091, 0.097591, 1.002458], [-4.050731, 0.760531, 0.723221], [-3.955155, 1.824964, 0.134398], [-3.012530, 0.020975, 1.196020], [-1.732202, 0.554880, 0.866445], [-6.505318, -0.468196, -1.262236], [-7.513172, 1.000372, -1.296010], [-5.756817, 1.103516, -1.500359], [-7.236024, 0.206105, 1.033575], [-6.440136, 1.770091, 0.859115], [-1.636109, 1.592173, 1.204227], [-1.563840, 0.482168, -0.211468], [-0.972772, -0.043969, 1.376655]], "forces_ev_per_angstrom": [[-0.7, 1.3, -1.5], [0.5, 1.0, -1.8], [-0.9, -1.4, -0.2], [1.0, -2.2, 1.6], [-2.8, -5.7, 1.1], [-0.2, -0.2, 0.0], [4.1, 2.2, 1.6], [-1.8, 4.4, -2.9], [-0.7, -0.7, -1.5], [-4.2, 2.7, 5.9], [3.4, -2.3, -4.6], [1.7, -0.6, 0.5], [-0.9, -0.7, -0.4], [-1.5, 1.8, 0.9], [-1.6, -1.8, 0.4], [-1.3, -1.3, -0.1], [2.5, -0.8, 1.6], [2.0, 1.5, 0.6], [1.2, 1.8, 1.3], [2.1, 0.0, -1.8], [-1.8, 1.3, -0.5], [-0.2, 0.3, -0.2], [0.2, 0.4, 0.9], [0.1, 0.3, -1.2], [0.3, 0.8, 0.6], [-0.8, -1.9, -0.3], [0.2, 0.0, 0.8], [0.1, 0.4, -0.5], [0.1, -0.1, 0.1], [0.0, -0.1, -0.1], [0.2, -0.2, 0.1], [-0.1, 0.0, -0.4], [-0.3, 0.0, -0.2], [-0.3, 0.0, 0.1], [0.2, 0.0, 0.0], [0.0, -0.1, 0.3], [0.3, 0.0, -0.2], [-0.7, 0.4, -0.4], [1.3, 0.4, 0.0], [-0.6, 0.4, -0.4], [0.0, -1.5, 0.9], [-0.6, 0.4, -0.3], [0.3, 0.2, 0.1], [-0.2, 0.1, 0.1], [0.1, -0.1, 0.1], [-0.2, 0.1, 0.2], [0.4, 0.0, 0.1], [0.2, -0.2, -0.1], [-0.1, -0.2, -0.2], [-0.1, 0.2, 0.0], [-0.3, -0.1, 0.1]], "mulliken_charge": [-0.555, -0.432, 0.332, 0.516, -0.813, -0.253, -0.421, 0.697, -0.629, -0.163, -0.376, 0.244, 0.324, 0.260, 0.278, 0.203, 0.355, 0.348, 0.418, 0.309, 0.352, -1.096, -0.173, -0.298, 0.634, -0.544, -0.241, -0.681, 0.276, 0.363, 0.317, 0.285, 0.311, 0.307, 0.340, 0.196, -1.072, -0.159, -0.358, 0.727, -0.550, -0.330, -0.424, 0.280, 0.357, 0.304, 0.291, 0.306, 0.341, 0.159, 0.137], "total_charge": 1, "energy_ev": -35774.25608, "homo_lumo_gap_ev": 7.50, "homo_ev": -12.80}